{"formula": "C60H56GeINP2W", "method": "wB97M-V/def2-TZVPD", "species": ["W", "C", "C", "P", "C", "C", "C", "C", "C", "C", "C", "C", "C", "C", "C", "C", "P", "C", "C", "C", "C", "C", "C", "C", "C", "C", "C", "C", "C", "H", "H", "H", "H", "H", "H", "H", "H", "H", "H", "H", "H", "H", "H", "H", "H", "H", "H", "H", "H", "H", "H", "H", "H", "C", "Ge", "C", "C", "C", "C", "C", "C", "C", "C", "C", "C", "C", "C", "C", "C", "C", "C", "C", "C", "H", "H", "H", "H", "H", "H", "H", "H", "H", "H", "H", "H", "H", "H", "H", "H", "C", "C", "C", "C", "C", "C", "C", "C", "C", "C", "H", "H", "H", "H", "H", "H", "H", "H", "H", "H", "H", "H", "I", "C", "C", "C", "C", "N", "C", "H", "H", "H", "H"], "positions_angstrom": [[-1.317226, -0.148593, 0.009381], [-0.014116, 3.784274, 0.895306], [-0.059456, 2.713410, 1.988807], [0.355002, 1.011634, 1.376517], [2.057256, 1.439710, 0.792150], [2.481409, 1.395576, -0.559763], [3.617913, 2.140297, -0.897942], [4.392157, 2.799341, 0.033188], [4.024519, 2.766694, 1.366497], [2.850111, 2.133220, 1.718717], [0.467739, 0.232023, 3.046928], [-0.762527, -0.150965, 3.591825], [-0.852416, -0.619887, 4.891777], [0.290774, -0.710795, 5.675115], [1.520332, -0.371792, 5.134803], [1.611223, 0.085830, 3.825347], [-0.471230, 3.338411, -0.871279], [-1.950469, 2.235036, -0.834888], [-2.481389, 2.005924, -2.105944], [-3.747267, 1.451816, -2.275231], [-4.466383, 1.048833, -1.155064], [-3.913973, 1.170931, 0.110441], [-2.664709, 1.805905, 0.310427], [-1.376119, 4.900816, -1.305421], [-2.509015, 5.300458, -0.590813], [-3.155629, 6.485372, -0.897400], [-2.686817, 7.288917, -1.931305], [-1.574206, 6.894686, -2.654494], [-0.922994, 5.705965, -2.342971], [1.028643, 4.088848, 0.774211], [-0.566544, 4.671088, 1.200421], [-1.038318, 2.648243, 2.463111], [0.641820, 2.981005, 2.778798], [1.083994, 1.346240, -2.165663], [3.902933, 2.206600, -1.939679], [5.279187, 3.337789, -0.277446], [4.620367, 3.271042, 2.117160], [2.530018, 2.201155, 2.748990], [-1.647597, -0.102247, 2.967822], [-1.808371, -0.925798, 5.297874], [0.223223, -1.048786, 6.701833], [2.418413, -0.466032, 5.732669], [2.587465, 0.293027, 3.407803], [-1.914034, 2.330112, -2.973399], [-4.173494, 1.354062, -3.264965], [-5.455124, 0.625774, -1.276716], [-4.482875, 0.861252, 0.979572], [-2.447453, 2.212146, 1.287119], [-2.893565, 4.673686, 0.204179], [-4.028826, 6.783835, -0.329592], [-3.189396, 8.217504, -2.169930], [-1.208917, 7.513499, -3.465092], [-0.053214, 5.396341, -2.912169], [1.784688, 0.657691, -1.680407], [3.021140, 0.067288, -3.152027], [2.943707, 1.507328, -4.503328], [1.824686, 1.567276, -5.334190], [1.673386, 2.595246, -6.253524], [2.646817, 3.580382, -6.357737], [3.770964, 3.529526, -5.546913], [3.916048, 2.498191, -4.627058], [4.829854, -0.223118, -2.438515], [4.982074, -0.701731, -1.138641], [6.244088, -0.885220, -0.595014], [7.375630, -0.600505, -1.347691], [7.239525, -0.155065, -2.655282], [5.973208, 0.029881, -3.195830], [2.562250, -1.548757, -4.172818], [3.625808, -2.289822, -4.689644], [3.397947, -3.413036, -5.470713], [2.097594, -3.811032, -5.749665], [1.031402, -3.068233, -5.265415], [1.265589, -1.941267, -4.488671], [1.207048, -0.194161, -1.303892], [1.060309, 0.797260, -5.267416], [0.798669, 2.625937, -6.892463], [2.528877, 4.388244, -7.070385], [4.534106, 4.294653, -5.622622], [4.800285, 2.462973, -3.997960], [4.104362, -0.934580, -0.543188], [6.343067, -1.257768, 0.418092], [8.362205, -0.727613, -0.918870], [8.118552, 0.044667, -3.256621], [5.877253, 0.378929, -4.219404], [4.644149, -1.992877, -4.465807], [4.234065, -3.984201, -5.856433], [1.916861, -4.697957, -6.344617], [0.016760, -3.370955, -5.489346], [0.425274, -1.369877, -4.110696], [-0.872800, -4.013583, 1.556082], [-0.137796, -3.267296, 0.418039], [-0.738317, -3.744747, -0.903092], [-0.322719, -1.775417, 0.702715], [1.355519, -3.611878, 0.522186], [2.087246, -4.135360, -0.541237], [3.421341, -4.500924, -0.389169], [4.058778, -4.350768, 0.829984], [3.352723, -3.808233, 1.894796], [2.024464, -3.444738, 1.739278], [-1.944898, -3.822843, 1.474094], [-0.547971, -3.668382, 2.538583], [-0.695676, -5.091309, 1.489831], [-1.821488, -3.671318, -0.863559], [-0.475772, -4.789034, -1.093117], [-0.379157, -3.140580, -1.736398], [0.241754, -1.604726, 1.624278], [1.624520, -4.289666, -1.506488], [3.955572, -4.917616, -1.233516], [5.097901, -4.634019, 0.944520], [3.831218, -3.677807, 2.859277], [1.499236, -3.035638, 2.595650], [-2.923776, -1.170642, -5.495343], [-3.309620, -1.548715, -3.465689], [-4.436399, -2.256478, -3.075725], [-4.602461, -2.446867, -1.697582], [-3.700917, -1.922820, -0.808463], [-2.603597, -1.198148, -1.188722], [-2.425901, -1.054693, -2.531249], [-5.148464, -2.636538, -3.793649], [-5.454726, -2.998974, -1.324981], [-3.821968, -2.061049, 0.258039], [-1.530256, -0.525005, -2.829171]], "forces_ev_per_a": [[0.3410, -1.1210, 0.2272], [-0.0273, -0.1614, -0.1660], [-0.0749, -0.0276, -0.1634], [0.7097, 0.4614, 0.5541], [0.0758, 0.0209, -0.2168], [-0.0329, 0.1209, 0.2405], [-0.0991, 0.0556, 0.0087], [0.0440, 0.0647, -0.0490], [0.0229, 0.0754, 0.0923], [0.0637, -0.0743, -0.0244], [-0.0074, 0.0519, 0.0027], [0.0839, 0.1007, 0.0514], [0.0342, -0.0031, 0.0347], [0.0057, 0.0100, 0.0404], [0.0132, -0.0346, -0.0058], [0.0665, -0.1539, -0.1145], [-0.1908, 0.2690, -0.0281], [-0.0029, 0.4743, -0.1225], [0.0506, -0.0502, 0.2162], [-0.1647, -0.0843, -0.0652], [0.0317, 0.1175, -0.0631], [0.0887, -0.1275, -0.0134], [0.0743, 0.4713, 0.3523], [0.0202, -0.1362, 0.1806], [0.0605, 0.0641, -0.1095], [-0.0571, -0.0181, 0.0324], [0.0333, -0.0282, 0.0167], [0.0066, 0.0535, -0.0674], [0.1166, -0.1218, 0.0041], [0.0062, 0.0824, 0.0203], [-0.1069, -0.0027, 0.0396], [-0.0168, 0.0171, -0.0016], [-0.0492, 0.0030, 0.0396], [-0.0267, -0.0692, -0.0216], [0.0264, -0.0028, 0.0619], [-0.0255, -0.0134, -0.0358], [-0.0256, -0.0168, 0.0031], [0.0196, 0.0187, -0.0433], [-0.0512, 0.0141, 0.0312], [-0.0205, 0.0438, -0.0387], [0.0015, -0.0430, -0.0386], [0.0016, -0.0129, -0.0260], [-0.0371, -0.0105, 0.0471], [0.0058, -0.0229, -0.0191], [0.0253, 0.0116, 0.0031], [0.0148, -0.0393, 0.0242], [-0.0009, -0.0171, -0.0173], [0.0111, 0.0409, -0.0586], [-0.0040, -0.0239, 0.0580], [0.0099, -0.0051, -0.0286], [-0.0062, -0.0117, 0.0003], [0.0057, -0.0242, 0.0164], [-0.0058, 0.0280, 0.0058], [0.0589, -0.3391, -0.1192], [-0.0443, 0.0456, -0.0237], [0.1715, -0.0792, 0.2209], [-0.0018, -0.0229, 0.0356], [0.0016, 0.0047, -0.0065], [-0.0057, 0.0493, -0.0395], [0.0186, -0.0085, 0.0515], [-0.0534, -0.0467, 0.0140], [-0.1806, 0.0299, -0.1922], [-0.0363, -0.0684, -0.0191], [0.0074, -0.0868, 0.0759], [0.0039, 0.0284, -0.0428], [0.0275, -0.0210, 0.0040], [-0.0515, 0.0568, -0.0010], [0.0515, 0.1366, 0.1946], [-0.0102, -0.0361, 0.0788], [-0.0099, -0.0412, -0.0153], [0.0296, 0.0086, -0.0241], [-0.0552, -0.0192, 0.0090], [-0.0393, -0.0164, 0.1462], [0.0274, 0.0183, 0.0451], [0.0254, 0.0462, -0.0410], [0.0152, 0.0046, 0.0229], [0.0053, -0.0389, 0.0098], [-0.0118, -0.0091, -0.0259], [-0.0155, 0.0755, -0.0403], [0.0404, 0.0064, 0.0469], [-0.0037, 0.0237, -0.0274], [-0.0219, -0.0298, -0.0087], [-0.0178, 0.0151, 0.0223], [0.0295, -0.0102, 0.0290], [-0.0056, -0.0647, -0.0083], [-0.0100, 0.0186, 0.0154], [-0.0069, 0.0292, -0.0018], [-0.0482, 0.0246, 0.0103], [-0.1017, -0.0303, -0.0044], [-0.0291, -0.0137, -0.0414], [-0.0601, 0.0049, 0.1189], [0.2199, 0.0636, 0.0642], [-0.3212, 0.6816, -0.2552], [-0.0153, -0.0139, -0.0029], [0.0216, -0.0093, -0.0017], [-0.0218, 0.0037, -0.0191], [0.0859, 0.0954, -0.0646], [-0.0592, 0.0411, 0.0528], [0.0427, 0.0192, 0.0510], [-0.0064, -0.0285, 0.0174], [-0.0160, -0.0330, -0.0243], [-0.0262, 0.0193, 0.0053], [-0.0529, 0.0210, -0.0511], [-0.0624, 0.0228, 0.0020], [-0.0010, 0.0216, -0.1186], [-0.0860, -0.0619, 0.0120], [-0.0342, 0.0641, -0.0105], [0.0189, 0.0189, -0.0257], [-0.0218, -0.0260, 0.0095], [-0.0036, -0.0001, -0.0388], [0.0145, 0.0002, -0.0511], [-0.0053, -0.0496, 0.2995], [-0.0438, -0.1657, -0.1400], [-0.0023, 0.0151, -0.1984], [0.1619, 0.1122, 0.0744], [-0.0815, -0.2970, 0.0062], [-0.3954, -0.4875, -0.7157], [-0.0544, 0.0515, -0.1815], [0.0214, 0.0071, 0.0165], [0.0273, -0.0174, 0.0457], [0.0028, 0.0444, -0.0011], [-0.0373, 0.0296, -0.0910]], "multiplicity": 3, "homo_lumo_gap_ev": [6.264, 4.961], "e_homo_ev": [-6.281, -5.178], "s_squared": 2.399, "relative_energy_kcal_mol": 58.4}